A | This record from the OMol25 dataset describes 2 unconnected molecules or ions with the total composition C3H3NOS. The level of theory is ωB97M-V/def2-TZVPD.

Last column: Mulliken charge in e.
Atoms and positions in Å:
N: 0.779 -2.164 -0.089  -0.433
C: 1.229 -0.998 -0.020  0.371
C: 2.374 -0.311 -0.038  0.387
O: 2.995 0.688 0.027  -0.308
H: -0.196 -2.097 0.154  0.223
C: -0.221 0.458 -0.101  -0.581
S: -1.571 -0.553 0.012  -0.361
H: -0.148 1.103 0.728  0.336
H: 0.050 0.842 -1.075  0.365

Spin multiplicity   1
HOMO energy (spin up / spin down)   -8.445 / -8.445 eV
SMILES string   N=C=C=O.C=S
Frontier orbital gap (spin up / spin down)   6.38 / 6.38 eV
Lowest unoccupied orbital energy (spin up / spin down)   -0.0758 / -0.0758 Ha

=====

B | This record from the OMol25 dataset describes C3H3NOS in the gas phase. The level of theory is ωB97M-V/def2-TZVPD.

Last column: Mulliken charge in e.
Atoms and positions in Å:
C: 0.180 -1.381 0.011  -0.120
C: -1.398 0.127 0.011  0.306
C: 0.868 0.786 -0.012  -0.081
N: 1.128 -0.590 -0.013  -0.388
O: -0.578 1.106 0.013  -0.254
S: -2.958 -0.117 -0.007  -0.316
H: 0.164 -2.444 0.024  0.345
H: 1.299 1.253 0.880  0.253
H: 1.295 1.260 -0.907  0.255

Spin multiplicity   1
HOMO energy   -8.068 eV
Frontier orbital gap   8.85 eV
Lowest unoccupied orbital energy   0.0287 Ha

=====

C | This record from the OMol25 dataset describes 2 unconnected molecules or ions with the total composition C3H3NOS. The level of theory is ωB97M-V/def2-TZVPD.

Last column: Mulliken charge in e.
Atoms and positions in Å:
C: 0.324 -0.272 -0.877  -0.310
C: -2.567 2.877 0.814  0.679
C: 0.389 0.798 0.095  -0.201
N: 0.001 0.954 -1.244  -0.111
O: -1.566 3.166 1.309  -0.336
S: -3.749 2.260 0.120  -0.341
H: -0.424 0.652 0.865  0.130
H: 1.339 1.125 0.579  0.211
H: -0.212 1.826 -1.721  0.280

Spin multiplicity   1
HOMO energy   -9.236 eV
Frontier orbital gap   9.72 eV
Lowest unoccupied orbital energy   0.0178 Ha

=====

B (16.9 kcal/mol below the next structure)

=====

A | This record from the OMol25 dataset describes 2 unconnected molecules or ions with the total composition CH2BF3. The level of theory is ωB97M-V/def2-TZVPD.

Last column: Mulliken charge in e.
Atoms and positions in Å:
B: 1.636 0.582 -0.278  0.286
C: -1.997 -1.234 0.411  0.103
F: -1.898 -0.264 1.254  -0.068
F: -2.284 -0.768 -0.714  -0.039
F: 1.022 -0.537 -0.180  -0.186
H: 1.741 1.071 -1.251  -0.048
H: 1.780 1.150 0.759  -0.049

Spin multiplicity   1
HOMO energy   -10.744 eV
Frontier orbital gap   11.22 eV
Lowest unoccupied orbital energy   0.0174 Ha

=====

B | This record from the OMol25 dataset describes 2 unconnected molecules or ions with the total composition CH2BF3. The level of theory is ωB97M-V/def2-TZVPD.

Last column: Mulliken charge in e.
Atoms and positions in Å:
B: 0.138 1.148 0.626  0.237
C: -0.119 -0.827 -0.407  0.383
F: -1.284 -0.766 -1.040  -0.216
F: 0.845 -0.826 -1.340  -0.221
F: -0.061 -1.978 0.241  -0.205
H: -0.819 1.743 1.159  0.012
H: 1.299 1.507 0.761  0.010

Spin multiplicity   1
HOMO energy   -10.412 eV
Frontier orbital gap   9.47 eV
Lowest unoccupied orbital energy   -0.0345 Ha

=====

A (21.9 kcal/mol below the next structure)

=====

A | This record from the OMol25 dataset describes C5H8N4 in the gas phase. The level of theory is ωB97M-V/def2-TZVPD.

Last column: Mulliken charge in e.
Atoms and positions in Å:
H: 2.211 -1.394 0.796  0.316
N: 2.828 -0.705 0.626  -0.596
C: 2.168 0.055 -0.102  0.041
N: 0.884 -0.079 -0.802  0.095
N: 0.302 -1.246 -0.528  -0.529
C: -1.139 -0.922 -0.083  0.102
N: -2.004 -1.611 0.291  -0.556
H: -1.634 -2.544 0.890  0.306
C: -1.343 0.592 -0.378  0.025
C: -0.756 1.493 0.822  -0.905
C: -0.044 1.166 -0.551  -0.262
H: 2.632 1.127 -0.154  0.268
H: 0.214 -1.865 -1.540  0.281
H: -2.243 0.953 -0.943  0.353
H: -0.920 0.588 1.787  0.205
H: -1.277 2.262 0.961  0.550
H: 0.121 2.128 -1.091  0.306

Spin multiplicity   1
HOMO energy   -9.070 eV
SMILES string   [H]/N=C\N1N/C(=N\[H])[C@H]2C[C@H]21
Frontier orbital gap   9.76 eV
Lowest unoccupied orbital energy   0.0254 Ha

=====

B | This record from the OMol25 dataset describes C5H8N4 in the gas phase. The level of theory is ωB97M-V/def2-TZVPD.

Last column: Mulliken charge in e.
Atoms and positions in Å:
C: -1.001 -0.317 -2.078  -1.357
C: 0.209 -0.371 -1.124  0.277
N: 0.305 -1.646 -0.364  -0.371
N: 0.310 -1.415 1.076  -0.225
C: 0.305 -0.047 1.205  0.371
C: 0.458 0.908 2.183  -0.768
C: 0.300 2.122 1.484  -0.275
N: -0.093 1.933 0.241  -1.168
N: 0.014 0.602 0.052  0.925
H: -2.049 -0.417 -1.757  0.303
H: -0.704 -1.184 -2.626  0.418
H: -0.924 0.524 -2.713  0.359
H: 1.046 -0.159 -1.701  0.217
H: -0.372 -2.375 -0.507  0.270
H: 0.982 -1.972 1.593  0.280
H: 0.889 0.682 3.230  0.258
H: 0.325 3.133 1.805  0.486

Spin multiplicity   1
HOMO energy   -7.857 eV
SMILES string   C[C@@H]1NNc2ccnn21
Frontier orbital gap   8.91 eV
Lowest unoccupied orbital energy   0.0386 Ha

=====

B (96.5 kcal/mol below the next structure)

=====

A | This record from the OMol25 dataset describes a molecular structure, C5H10N3P3. The level of theory is ωB97M-V/def2-TZVPD.

Last column: Löwdin spin population.
Atoms and positions in Å:
C: 2.975 0.410 -0.037  0.251
C: -1.846 -0.203 -0.110  0.011
C: 4.371 1.141 -0.041  0.064
C: -2.672 -0.188 1.174  0.004
C: -2.556 -0.076 -1.407  0.004
N: 1.892 1.175 -0.030  0.186
N: -0.909 0.919 -0.041  0.059
N: 0.516 -1.180 0.297  0.141
P: 3.073 -1.304 -0.118  1.220
P: 0.480 0.387 0.173  0.034
P: -0.914 -1.935 -0.142  0.006
H: 4.769 1.259 0.890  0.004
H: 4.051 2.068 -0.338  0.005
H: 5.086 0.804 -0.670  0.009
H: -3.205 -1.134 1.199  0.001
H: -3.369 0.564 1.274  0.000
H: -2.048 -0.312 2.022  0.000
H: -1.965 -0.485 -2.207  0.000
H: -2.799 1.059 -1.469  0.001
H: -3.469 -0.694 -1.545  0.000
H: -1.461 -2.275 1.126  0.000

Spin multiplicity   3
HOMO energy (spin up / spin down)   -7.488 / -8.281 eV
Frontier orbital gap (spin up / spin down)   7.16 / 5.78 eV
⟨S²⟩   2.02
Lowest unoccupied orbital energy (spin up / spin down)   -0.0119 / -0.0918 Ha

=====

B | This record from the OMol25 dataset describes a molecular structure, C5H10N3P3. The level of theory is ωB97M-V/def2-TZVPD.

Last column: Löwdin spin population.
Atoms and positions in Å:
C: 2.386 0.882 0.058  0.349
C: -1.239 -0.673 -0.257  0.004
C: 3.418 1.983 0.062  0.048
C: -2.341 -0.537 0.779  0.001
C: -1.355 -1.947 -1.071  0.014
N: 2.734 -0.316 -0.367  0.291
N: 0.042 -0.585 0.431  0.035
N: -0.276 1.744 -0.778  0.016
P: -1.524 0.905 -1.324  0.005
P: 2.536 -1.792 -0.779  1.112
P: 0.640 0.919 0.347  0.068
H: 2.895 2.699 -0.579  0.011
H: 4.323 1.663 -0.380  0.000
H: 3.704 2.228 1.119  0.015
H: -3.307 -0.409 0.284  0.000
H: -2.067 0.344 1.540  0.000
H: -2.376 -1.422 1.366  0.000
H: -0.611 -2.620 -0.589  0.011
H: -0.830 -1.730 -2.125  0.005
H: -2.301 -2.318 -1.206  0.000
H: 0.370 1.816 1.447  0.014

Spin multiplicity   3
HOMO energy (spin up / spin down)   -6.390 / -8.369 eV
Frontier orbital gap (spin up / spin down)   5.70 / 6.83 eV
⟨S²⟩   2.03
Lowest unoccupied orbital energy (spin up / spin down)   -0.0253 / -0.0565 Ha

=====

B (11.3 kcal/mol below the next structure)

=====

A | This record from the OMol25 dataset describes 2 unconnected molecules or ions with the total composition C5H15N2. The level of theory is ωB97M-V/def2-TZVPD.

Last column: Mulliken charge in e.
Atoms and positions in Å:
C: 0.951 -2.606 -2.090  -1.219
C: 0.353 -1.320 -1.590  -0.101
C: -0.687 -1.206 -0.775  -0.137
N: -1.343 0.058 -0.532  -0.518
H: 0.512 -3.465 -1.583  0.340
H: 0.725 -2.702 -3.151  0.307
H: 2.029 -2.607 -1.942  0.328
H: 0.755 -0.415 -2.042  0.264
H: -1.126 -2.052 -0.263  0.360
H: -1.013 0.430 0.753  0.375
H: -0.860 0.832 -0.977  0.273
H: -2.325 0.049 -0.784  0.274
C: 1.068 2.167 0.727  -0.935
C: 0.181 1.922 1.958  -0.471
N: -0.510 0.606 1.884  -0.413
H: 0.481 2.634 -0.060  0.296
H: 1.942 2.764 0.971  0.343
H: 1.482 1.222 0.356  0.247
H: 0.698 2.055 2.903  0.447
H: -0.604 2.678 1.909  0.274
H: 0.112 -0.153 2.157  0.341
H: -1.248 0.588 2.583  0.327

Spin multiplicity   1
HOMO energy   -13.192 eV
Frontier orbital gap   10.36 eV
Lowest unoccupied orbital energy   -0.1039 Ha
Total charge   +1

=====

B | This record from the OMol25 dataset describes a gas-phase ion, C5H15N2 (charge +1). The level of theory is ωB97M-V/def2-TZVPD.

Last column: Mulliken charge in e.
Atoms and positions in Å:
C: -2.406 -0.428 -0.070  -1.342
C: -1.221 -0.801 0.785  -0.400
N: 0.152 -0.505 0.253  0.026
C: 1.032 -1.690 0.280  -1.166
C: 0.723 0.770 0.854  -0.542
C: 0.597 1.803 -0.252  -0.634
N: 1.312 1.229 -1.471  -0.242
H: -2.939 -1.360 -0.306  0.350
H: -3.145 0.266 0.328  0.294
H: -2.101 -0.128 -1.080  0.342
H: -1.224 -0.395 1.805  0.452
H: -1.200 -1.892 0.877  0.308
H: 2.082 -1.488 0.381  0.416
H: 0.795 -2.313 -0.575  0.375
H: 0.662 -2.384 1.100  0.348
H: 0.099 0.869 1.743  0.349
H: 1.774 0.591 1.115  0.368
H: 1.137 2.730 -0.044  0.382
H: -0.461 1.989 -0.460  0.337
H: 1.062 0.217 -1.470  0.268
H: 0.958 1.488 -2.394  0.365
H: 2.309 1.431 -1.397  0.346

Spin multiplicity   1
HOMO energy   -12.788 eV
SMILES string   CCN(C)CC[NH3+]
Frontier orbital gap   9.40 eV
Lowest unoccupied orbital energy   -0.1247 Ha
Total charge   +1

=====

C | This record from the OMol25 dataset describes 2 unconnected molecules or ions with the total composition C5H15N2. The level of theory is ωB97M-V/def2-TZVPD.

Last column: Mulliken charge in e.
Atoms and positions in Å:
C: -1.938 -0.689 -1.048  -1.190
C: -0.624 -1.389 -0.742  -0.087
C: 0.061 -0.679 0.408  -0.169
C: 0.620 0.687 0.229  -0.511
C: 1.847 0.771 -0.761  -0.603
N: 2.996 0.056 -0.126  -0.391
N: -1.711 0.935 1.788  -0.520
H: -1.782 0.374 -1.062  0.350
H: -2.715 -0.663 -0.248  0.290
H: 0.130 -1.319 -1.630  0.247
H: -0.905 -2.449 -0.621  0.334
H: -0.974 0.180 1.742  0.171
H: 0.572 -1.405 1.000  0.419
H: 0.884 1.082 1.210  0.419
H: -0.010 1.510 -0.150  0.377
H: 1.597 0.462 -1.781  0.293
H: 2.074 1.864 -0.800  0.384
H: 2.717 -0.986 0.063  0.180
H: 3.964 0.345 0.001  0.206
H: -1.643 1.648 2.466  0.212
H: -2.651 0.601 2.020  0.231
H: -2.508 -0.935 -1.957  0.358

Spin multiplicity   1
HOMO energy   -13.300 eV
Frontier orbital gap   6.15 eV
Lowest unoccupied orbital energy   -0.2629 Ha
Total charge   +1

=====

A (20.3 kcal/mol below the next structure)

=====

A | This record from the OMol25 dataset describes a molecular structure, C9H21InN3O10PSSe2. The level of theory is ωB97M-V/def2-TZVPD.

Last column: Mulliken charge in e.
Atoms and positions in Å:
In: 1.485 0.162 0.538  2.457
S: 2.299 3.851 3.700  -0.518
C: 2.193 2.636 2.607  0.422
N: 2.120 1.773 1.829  -0.603
C: 1.410 -4.009 -1.759  -1.167
P: 1.624 -2.225 -1.844  1.396
C: 1.045 -1.683 -3.454  -1.090
C: 3.392 -1.947 -1.818  -1.152
O: 0.863 -1.621 -0.696  -0.629
H: 2.002 -4.539 -2.508  0.389
H: 0.353 -4.248 -1.881  0.309
H: 1.727 -4.276 -0.747  0.233
H: 1.620 -2.170 -4.244  0.413
H: 1.152 -0.600 -3.532  0.214
H: -0.014 -1.923 -3.551  0.290
H: 3.872 -2.540 -2.598  0.460
H: 3.756 -2.229 -0.828  0.244
H: 3.577 -0.884 -1.971  0.289
O: -0.572 0.836 -2.051  -0.658
Se: 0.748 1.799 -2.092  0.898
O: 0.548 3.179 -1.261  -0.721
O: 2.010 0.917 -1.310  -0.706
O: 1.285 2.009 -3.615  -0.743
C: -4.042 0.370 0.699  -1.147
N: -2.605 0.230 0.755  0.231
C: -2.004 -0.974 0.162  -0.797
C: -1.728 1.211 1.098  0.429
O: -0.507 1.033 0.963  -0.813
N: -2.146 2.404 1.611  0.240
C: -3.469 2.795 2.031  -1.159
C: -1.141 3.465 1.768  -0.922
H: -4.440 -0.484 0.158  0.321
H: -4.353 1.270 0.162  0.398
H: -4.509 0.368 1.689  0.301
H: -2.802 -1.692 -0.021  0.302
H: -1.278 -1.423 0.837  0.230
H: -1.498 -0.723 -0.769  0.207
H: -4.120 1.950 2.228  0.301
H: -3.950 3.449 1.294  0.302
H: -3.379 3.357 2.964  0.440
H: -0.374 3.386 1.004  0.250
H: -0.681 3.429 2.758  0.198
H: -1.650 4.422 1.641  0.394
O: 2.320 -3.505 1.263  -0.736
Se: 2.457 -2.087 2.054  1.147
O: 3.296 -0.990 1.091  -0.783
O: 0.989 -1.260 2.130  -0.635
O: 3.115 -2.270 3.519  -0.727

Spin multiplicity   1
HOMO energy   -2.894 eV
Frontier orbital gap   7.23 eV
Lowest unoccupied orbital energy   0.1592 Ha
Total charge   -2

=====

B | This record from the OMol25 dataset describes a molecular structure, C9H21InN3O10PSSe2. The level of theory is ωB97M-V/def2-TZVPD.

Last column: Mulliken charge in e.
Atoms and positions in Å:
In: -1.266 0.178 0.942  2.348
S: -0.484 -0.292 5.699  -0.547
C: -0.913 -0.177 4.153  0.504
N: -1.231 -0.096 3.033  -0.565
C: -2.570 1.713 -3.388  -1.167
P: -2.436 0.317 -2.234  1.328
C: -2.110 -1.183 -3.195  -1.080
C: -4.092 0.138 -1.538  -1.155
O: -1.341 0.672 -1.275  -0.602
H: -3.404 1.617 -4.085  0.392
H: -1.634 1.818 -3.937  0.303
H: -2.702 2.580 -2.734  0.244
H: -2.931 -1.389 -3.884  0.409
H: -1.990 -2.016 -2.505  0.233
H: -1.174 -1.058 -3.739  0.290
H: -4.837 0.058 -2.330  0.469
H: -4.272 1.015 -0.915  0.252
H: -4.097 -0.751 -0.907  0.287
O: 0.314 -1.971 -0.975  -0.654
Se: -0.734 -2.679 0.030  0.914
O: -0.067 -3.091 1.430  -0.754
O: -2.009 -1.588 0.335  -0.676
O: -1.436 -3.940 -0.704  -0.763
C: 4.057 0.492 -0.500  -1.146
N: 2.672 0.476 -0.089  0.225
C: 1.676 0.965 -1.057  -0.759
C: 2.152 -0.112 1.026  0.440
O: 0.928 -0.131 1.203  -0.812
N: 2.929 -0.691 1.990  0.231
C: 4.365 -0.747 2.123  -1.157
C: 2.230 -1.402 3.066  -0.858
H: 4.106 0.868 -1.518  0.308
H: 4.510 -0.503 -0.502  0.400
H: 4.665 1.164 0.114  0.307
H: 2.192 1.463 -1.875  0.307
H: 0.998 1.673 -0.587  0.194
H: 1.083 0.133 -1.437  0.200
H: 4.883 0.011 1.549  0.339
H: 4.754 -1.733 1.837  0.305
H: 4.620 -0.586 3.173  0.423
H: 1.287 -1.806 2.707  0.198
H: 2.039 -0.739 3.915  0.204
H: 2.855 -2.237 3.389  0.384
O: -2.694 3.257 -0.658  -0.754
Se: -2.334 2.764 0.835  1.157
O: -3.121 1.340 1.163  -0.763
O: -0.746 2.288 0.968  -0.614
O: -2.689 3.917 1.889  -0.769

Spin multiplicity   1
HOMO energy   -2.889 eV
Frontier orbital gap   7.27 eV
Lowest unoccupied orbital energy   0.1611 Ha
Total charge   -2

=====

A (7.9 kcal/mol below the next structure)